103
Properties=species:S:1:pos:R:3:forces:R:3:mulliken_charge:R:1 method="wB97M-V/def2-TZVPD" homo_lumo_gap_ev=7.314 total_energy_ev=-80868.7567 e_lumo_ev=0.2 fmax_ha_per_bohr=0.0369 multiplicity=1 homo_energy_ev=-7.1
C -5.1284 -1.5463 0.7052 1.5 0.4 -1.1 -1.540
C -5.6104 -0.7887 -0.4983 -1.1 0.6 0.7 1.168
C -6.3359 0.5211 -0.2332 -0.6 -1.5 -0.1 -1.261
C -5.4811 -1.1902 -1.7550 0.4 -0.5 -0.6 -0.707
C -4.2914 -1.9149 -2.3403 -0.3 -0.5 0.8 -0.537
C -3.0255 -1.8609 -1.4489 0.4 0.0 -1.3 -0.262
C -1.8420 -1.2669 -2.2305 -0.2 -0.6 0.4 0.741
C -1.3546 -2.3072 -3.2636 0.0 1.2 0.0 -1.731
C -0.7266 -0.8401 -1.2712 -0.2 0.2 -0.7 -1.111
C 0.5436 -0.4439 -2.0421 -0.7 0.2 0.6 -0.909
C 1.3034 0.6965 -1.4389 1.6 -0.8 -0.6 -0.036
C 1.7902 0.6049 -0.0293 -0.7 0.0 1.1 -0.364
O 2.6150 1.8084 0.0933 -0.3 0.0 -0.9 -0.158
S 1.9980 2.8920 -0.9405 0.4 1.7 0.2 0.895
O 1.6457 4.0599 -0.2350 -1.5 -0.1 1.1 -0.615
O 2.9088 3.2027 -1.9824 0.8 -1.3 -1.0 -0.594
O 0.7545 2.0372 -1.4939 0.5 0.6 0.6 -0.424
H -4.3702 -0.9402 1.1939 -0.1 -0.1 0.7 0.107
H -5.9170 -1.8179 1.3971 -0.2 0.2 0.0 0.415
H -4.6356 -2.4469 0.3605 -0.2 -0.3 0.3 0.381
H -6.4105 1.1142 -1.1404 0.1 -0.2 0.4 0.441
H -7.3493 0.3053 0.1234 0.0 0.3 0.3 0.310
H -5.7747 1.0199 0.5542 -0.1 0.3 0.0 0.168
H -6.2818 -0.9367 -2.4426 0.4 0.9 -0.4 0.428
H -4.0600 -1.4067 -3.2763 -0.1 0.0 -0.2 0.427
H -4.5052 -2.9583 -2.5958 -0.1 0.0 -0.1 0.303
H -3.1706 -1.3036 -0.5329 -0.1 -0.1 0.0 0.055
H -2.7315 -2.8928 -1.2576 0.0 0.0 0.7 0.043
H -2.1716 -0.3642 -2.7495 -0.1 0.1 -0.1 0.309
H -0.5741 -2.9087 -2.8022 -0.1 -0.4 -0.2 0.324
H -0.9514 -1.7682 -4.1194 0.4 -0.2 -0.2 0.403
H -2.1724 -2.9039 -3.6530 -0.1 -0.3 0.2 0.521
H -1.0994 0.0035 -0.6915 0.0 0.1 0.1 0.440
H -0.5057 -1.6396 -0.5656 0.0 -0.1 0.1 0.291
H 1.2234 -1.2941 -2.0581 0.3 0.0 0.0 0.391
H 0.3569 -0.2044 -3.0852 -0.2 0.1 -0.1 0.474
H 2.2338 0.7950 -2.0182 -0.1 -0.4 -0.2 0.442
H 1.0478 0.7258 0.7568 -0.5 -0.2 -0.3 0.310
H 2.2814 -0.3295 0.2244 0.8 0.2 -0.2 0.417
C -3.3783 1.2247 3.2880 0.2 0.0 0.0 0.669
O -4.3550 0.6572 2.8357 -0.1 0.1 0.1 -0.615
N -2.2166 0.5628 3.5739 -0.1 0.0 0.0 -0.303
N -3.3604 2.5694 3.5410 -0.1 0.1 0.0 -0.417
H -1.3966 1.0074 3.9411 0.0 0.0 -0.1 0.139
H -2.1978 -0.4244 3.3946 0.1 0.0 0.0 0.157
H -4.1975 3.0835 3.3381 0.0 0.0 0.0 0.222
H -2.5660 3.0560 3.9100 0.0 0.0 0.0 0.154
C 6.0701 0.6494 2.1444 0.1 0.2 -0.1 0.543
O 6.7295 0.3438 3.1199 0.0 -0.1 0.0 -0.665
N 6.2259 0.0361 0.9287 0.0 -0.2 0.0 -0.313
N 5.1122 1.6219 2.1750 -0.2 0.0 0.1 -0.252
H 5.6931 0.2748 0.1134 0.0 0.1 0.0 0.173
H 6.9187 -0.6868 0.8655 0.0 0.0 0.0 0.198
H 4.9671 2.0942 3.0488 0.0 0.0 0.0 0.175
H 4.5561 1.8833 1.3808 0.0 0.0 0.0 0.136
C 1.9773 -1.4744 3.3111 0.1 -0.1 0.1 0.602
O 1.1095 -0.7742 2.8087 -0.1 0.1 -0.1 -0.574
N 1.6807 -2.5199 4.1367 -0.1 0.0 0.0 -0.409
N 3.3062 -1.2712 3.0839 0.0 0.0 -0.2 -0.268
H 2.3735 -3.1081 4.5590 0.0 0.0 0.0 0.147
H 0.7109 -2.6981 4.3216 0.0 0.0 0.0 0.241
H 3.5617 -0.5077 2.4832 0.1 0.1 0.1 0.196
H 4.0335 -1.8342 3.4838 0.0 0.0 0.0 0.150
C -6.1554 4.0799 -2.0127 0.0 0.0 0.0 0.608
O -6.5442 3.0672 -1.4605 -0.1 0.6 -0.2 -0.617
N -5.4040 4.0485 -3.1546 0.1 0.0 -0.1 -0.375
N -6.4371 5.3306 -1.5358 0.0 0.1 0.1 -0.425
H -5.0721 4.8683 -3.6256 0.0 0.0 0.0 0.168
H -5.1795 3.1453 -3.5291 0.0 0.0 0.0 0.213
H -6.9869 5.3872 -0.6989 0.0 0.0 0.0 0.215
H -6.1266 6.1767 -1.9737 0.0 0.0 0.0 0.153
C -4.6294 -4.8248 2.9589 0.0 -0.1 0.1 0.590
O -4.3648 -4.1964 1.9486 0.0 -0.1 0.1 -0.598
N -3.8625 -5.8613 3.4028 0.2 0.1 0.0 -0.372
N -5.7253 -4.5352 3.7288 -0.1 0.1 0.0 -0.362
H -4.0666 -6.3896 4.2291 -0.1 0.0 0.0 0.136
H -3.0504 -6.1001 2.8555 -0.1 -0.2 -0.1 0.240
H -6.3088 -3.7765 3.4280 0.0 0.0 0.0 0.222
H -5.9662 -5.0348 4.5629 0.0 0.0 0.0 0.157
C 6.7003 5.0868 -3.3414 -0.1 0.0 0.0 0.651
O 7.3495 5.7432 -4.1449 0.1 0.1 0.0 -0.694
N 5.3388 5.0884 -3.3155 -0.1 0.0 0.0 -0.281
N 7.3026 4.3028 -2.4048 0.0 -0.2 -0.1 -0.274
H 4.7913 4.5549 -2.6632 0.0 0.0 0.0 0.197
H 4.8680 5.6582 -3.9931 0.0 0.0 0.0 0.180
H 8.3040 4.2856 -2.4053 0.0 -0.2 0.2 0.149
H 6.8090 3.7555 -1.7262 0.0 0.1 0.1 0.126
C 10.1686 5.6970 -0.4636 0.0 0.1 -0.1 0.639
O 9.1551 5.3008 0.0838 0.0 -0.1 0.0 -0.623
N 10.2072 6.0313 -1.7885 -0.1 -0.1 -0.1 -0.325
N 11.3536 5.8393 0.2063 0.1 0.0 0.1 -0.397
H 11.0302 6.3595 -2.2567 0.0 0.0 0.0 0.158
H 9.3543 5.9482 -2.3154 0.0 0.3 -0.1 0.157
H 11.3593 5.6024 1.1809 0.0 0.0 0.0 0.228
H 12.1994 6.1635 -0.2219 0.0 0.0 0.0 0.156
C -2.0057 -8.0205 0.3883 -0.1 0.0 -0.2 0.608
O -2.0241 -7.4543 1.4667 0.1 0.0 0.3 -0.643
N -2.4114 -7.4058 -0.7593 0.0 0.1 0.0 -0.351
N -1.5797 -9.3112 0.2447 0.1 -0.1 0.1 -0.402
H -2.4080 -7.8474 -1.6587 0.0 0.0 0.0 0.159
H -2.7328 -6.4569 -0.6808 0.0 0.0 0.0 0.210
H -1.2760 -9.7883 1.0730 0.0 0.0 0.0 0.221
H -1.5574 -9.7949 -0.6325 0.0 0.0 0.0 0.157

***

88
Properties=species:S:1:pos:R:3:forces:R:3:mulliken_charge:R:1 method="wB97M-V/def2-TZVPD" homo_lumo_gap_ev=9.443 total_energy_ev=-49159.3797 de_lowest_kcal_mol=19.3 e_lumo_ev=0.6 fmax_ha_per_bohr=0.0646 multiplicity=1 smiles=COCCNCCOC.COCCNCCOC.OCCO.OCCO.OCCO.OCCO homo_energy_ev=-8.8
C 2.1484 -2.6909 -1.6442 -0.2 0.0 -0.3 -0.058
C 2.7434 -1.7159 -2.6482 -0.5 -1.9 -0.2 -0.669
O 3.1764 -0.6449 -1.9012 -0.8 2.6 -0.7 -0.475
O 0.9704 -2.0069 -1.1992 -0.1 -3.0 0.9 -0.229
H 2.9494 -2.9769 -0.8962 -1.0 0.9 -0.1 -0.122
H 1.8544 -3.6719 -2.0012 -0.3 0.0 -0.6 0.485
H 2.0444 -1.4809 -3.4772 0.0 0.5 0.9 0.065
H 3.5514 -2.1389 -3.1552 1.6 -1.0 -0.9 0.493
H 3.8264 -0.9369 -1.2812 0.8 -0.6 0.8 0.440
H 1.1374 -1.1009 -1.3192 0.3 2.0 0.3 -0.469
C 0.9014 1.5611 -1.1302 -1.3 0.5 -1.3 -0.841
C 0.4804 1.1491 -2.5112 -0.7 0.1 -1.1 0.157
O -0.8286 1.5651 -2.8182 -1.8 -0.6 0.8 -0.648
O 0.1654 0.7521 -0.2572 1.4 -0.1 0.9 1.930
H 0.7114 2.6201 -0.9272 0.2 0.1 -0.2 0.261
H 1.9144 1.3381 -1.1092 2.1 -0.4 0.8 0.323
H 0.5494 0.0651 -2.5882 0.0 -0.2 0.1 -0.282
H 0.9994 1.5081 -3.3812 1.1 0.5 0.1 0.560
H -1.4586 1.1011 -2.2002 0.9 0.7 -0.7 0.214
H -0.7506 0.9971 -0.3932 -1.2 -0.4 0.1 -0.607
C -1.7466 -0.2799 2.7488 -0.1 -3.1 -1.3 -0.301
C -1.0086 -1.5119 2.1518 -0.6 1.5 -0.2 0.633
O 0.1964 -1.7519 2.7538 0.7 -1.4 1.0 -0.724
O -3.0206 -0.2609 2.1778 -1.2 1.1 -0.5 -0.566
H -1.2036 0.5901 2.6058 0.7 2.0 -0.7 -0.533
H -1.8886 -0.4249 3.7608 0.3 -0.3 2.5 0.673
H -0.9006 -1.3619 1.0438 -0.3 -0.4 0.8 -0.263
H -1.6346 -2.3409 2.4458 -0.3 -0.5 -0.6 0.236
H 0.6974 -0.9439 2.7758 0.5 1.1 -0.3 0.236
H -3.5126 -1.0409 2.4568 0.2 0.1 -0.2 0.339
C -1.1926 -1.6589 -4.5022 -1.1 0.3 0.0 0.116
C -0.6896 -0.9549 -5.7512 0.3 0.4 0.7 -0.210
O -0.0256 -1.9779 -6.4762 -0.2 -0.2 -0.7 -0.539
O -2.1106 -2.6849 -4.8882 -0.6 0.4 0.2 -0.665
H -1.7736 -0.9829 -3.8872 0.0 0.2 0.2 -0.119
H -0.4256 -2.1309 -3.8842 0.4 0.4 -0.2 0.296
H 0.0184 -0.1419 -5.4432 -0.3 -0.8 -0.5 0.171
H -1.5056 -0.4759 -6.3622 0.5 -0.5 0.7 0.305
H -0.7056 -2.6789 -6.5712 0.7 0.7 -0.3 0.316
H -1.6016 -3.4189 -5.2012 0.3 -0.8 0.0 0.340
C -2.7076 4.6821 2.1408 0.9 -0.8 -0.1 -0.717
O -3.3016 3.8531 1.1668 0.7 -0.3 -0.3 -0.435
C -2.3726 2.9351 0.6088 -1.2 -1.0 0.0 0.106
C -3.1696 1.9811 -0.3342 0.2 0.3 1.7 -0.877
N -2.4926 0.6721 -0.4862 -0.3 1.3 -1.1 -0.303
C -3.2816 -0.1979 -1.3542 2.3 0.5 -1.3 -1.198
C -2.7736 -1.6209 -1.2392 -0.4 -0.2 -1.1 -0.100
O -3.1216 -2.0999 0.0448 0.5 0.2 -0.5 -0.264
C -2.6276 -3.4009 0.1938 -1.8 -1.0 0.9 -0.814
H -2.5336 4.1641 3.0998 -0.3 -0.1 -0.2 0.227
H -3.4126 5.4641 2.2738 -0.2 1.0 0.3 0.330
H -1.6976 5.0231 1.8268 -0.6 0.3 -0.1 0.283
H -1.8526 2.3981 1.3968 -0.2 -0.6 0.4 -0.105
H -1.5646 3.4051 0.0928 0.5 0.9 -0.8 0.360
H -3.4096 2.5371 -1.2462 0.5 -0.6 -0.3 0.337
H -4.1366 1.8231 0.1518 -0.1 0.0 0.1 0.472
H -2.5186 0.1851 0.3918 0.0 0.1 0.9 -0.324
H -3.1376 0.1641 -2.3942 -0.2 -0.4 0.3 0.637
H -4.2926 -0.0229 -1.1162 -1.6 -0.6 0.3 0.596
H -1.6986 -1.7829 -1.5472 -0.5 0.7 1.1 -0.104
H -3.2326 -2.2239 -2.0312 -0.6 -0.2 0.1 0.703
H -2.8056 -3.7239 1.2518 -0.1 0.1 -1.0 0.224
H -1.5786 -3.4449 0.0558 1.2 -0.1 -0.5 0.301
H -3.1766 -4.0639 -0.5232 0.6 0.1 0.6 0.318
C 4.9214 -2.6509 1.2708 -1.1 0.4 0.3 -0.825
O 4.6084 -1.4849 0.4918 0.9 0.7 -0.2 -0.447
C 4.0084 -0.3689 1.1758 -0.3 -0.8 -0.6 -1.463
C 2.6204 -0.7129 1.6568 -0.7 -0.7 1.5 0.266
N 1.7694 0.4271 2.0518 0.9 -1.7 1.2 0.766
C 2.3144 1.2391 3.1538 -0.2 -0.1 -1.5 -0.834
C 1.4314 2.4461 3.3708 0.3 -1.1 1.4 -0.109
O 1.7774 2.9851 4.6558 -0.4 1.6 -1.3 -0.388
C 1.0084 4.1791 4.9158 -1.2 -1.0 1.0 -0.791
H 3.9914 -3.2109 1.2568 0.1 -0.9 0.0 0.353
H 5.0564 -2.4379 2.3468 0.5 0.3 -0.5 0.304
H 5.7774 -3.2189 0.8548 -0.6 0.6 0.1 0.227
H 4.0064 0.5191 0.5488 0.0 -0.2 -0.7 0.287
H 4.6064 -0.0869 2.0008 0.9 0.1 1.1 0.632
H 2.7654 -1.3439 2.5808 -0.3 0.3 -0.8 0.531
H 2.0114 -1.3219 0.9588 0.6 0.3 0.1 0.038
H 1.4724 0.8201 1.1908 -0.6 1.3 -0.3 -0.462
H 3.3344 1.4971 2.9058 0.5 0.6 0.3 0.339
H 2.3534 0.6451 4.0588 -0.2 -0.3 0.2 0.312
H 0.4004 2.0631 3.3848 -0.1 0.3 0.0 0.124
H 1.5464 3.1381 2.5588 0.1 0.7 -0.4 0.319
H 0.9364 5.0321 4.1918 1.4 -0.6 0.5 0.293
H 1.1664 4.4101 5.9978 0.3 0.4 -1.2 0.316
H -0.0356 3.8731 4.8848 -0.5 -0.3 0.2 0.295